No. 1
Entry from OMol25: a molecular structure, C26H35Cl2IN2O4PdSSi (ωB97M-V with the def2-TZVPD basis set).

```
73
Properties=species:S:1:pos:R:3:lowdin_charge:R:1
Pd 1.62 -1.10 0.51 0.496
Cl -0.77 -6.30 -1.08 0.599
C -0.40 -5.64 0.50 -0.603
C -0.62 -6.44 1.61 -0.182
C -0.37 -5.97 2.87 -0.641
Cl -0.67 -7.01 4.25 0.583
C 0.14 -4.66 3.06 -0.193
C 0.41 -4.12 4.34 -0.059
C 0.88 -2.84 4.44 -0.069
C 1.10 -2.10 3.27 -0.170
N 0.87 -2.58 2.07 0.043
C 0.38 -3.83 1.93 -0.114
C 0.10 -4.30 0.55 -0.444
O 0.27 -3.59 -0.45 -0.065
H -1.01 -7.44 1.47 0.089
H 0.23 -4.72 5.22 0.071
H 1.09 -2.39 5.40 0.094
H 1.46 -1.08 3.32 0.052
I 6.48 1.26 0.46 0.707
C 4.99 -0.13 -0.05 -0.758
C 5.21 -1.51 0.21 -0.215
C 4.21 -2.37 -0.14 -0.117
C 3.02 -1.89 -0.78 -0.329
N 2.86 -0.54 -1.06 -0.081
C 3.82 0.31 -0.61 -0.275
H 6.12 -1.85 0.68 0.070
H 4.31 -3.43 0.05 0.091
H 2.46 -2.58 -1.41 0.082
H 3.62 1.37 -0.75 0.076
C -2.76 2.58 1.87 -0.053
C -2.30 3.61 0.83 -0.667
C -2.14 4.97 1.50 -0.045
C -3.32 3.70 -0.30 -0.034
O -1.04 3.29 0.29 -0.171
Si -0.34 1.80 -0.03 -0.178
S 0.43 0.88 1.62 0.303
O 0.87 2.21 -1.08 -0.164
C 0.94 2.83 -2.35 -0.649
C 2.06 3.87 -2.25 -0.035
C 1.30 1.77 -3.38 -0.024
C -0.37 3.52 -2.73 -0.041
O -1.57 1.04 -0.86 -0.171
C -1.92 -0.32 -1.15 -0.639
C -3.24 -0.23 -1.91 -0.046
C -0.85 -0.96 -2.02 -0.033
C -2.11 -1.12 0.13 -0.051
H -3.70 2.90 2.33 0.079
H -2.00 2.46 2.64 0.067
H -2.91 1.61 1.40 0.063
H -3.08 5.33 1.92 0.074
H -1.78 5.70 0.77 0.077
H -1.40 4.90 2.30 0.084
H -4.31 3.98 0.08 0.076
H -3.39 2.74 -0.81 0.069
H -3.01 4.46 -1.02 0.077
H 3.00 3.38 -2.00 0.074
H 1.82 4.59 -1.46 0.086
H 2.18 4.40 -3.20 0.075
H 2.13 1.16 -3.01 0.072
H 1.58 2.23 -4.33 0.077
H 0.46 1.10 -3.54 0.063
H -0.61 4.31 -2.02 0.074
H -1.19 2.80 -2.73 0.077
H -0.28 3.95 -3.74 0.080
H -3.12 0.39 -2.80 0.077
H -4.01 0.21 -1.27 0.074
H -3.57 -1.23 -2.21 0.080
H -0.83 -0.48 -3.01 0.068
H -1.04 -2.03 -2.14 0.083
H 0.13 -0.86 -1.56 0.053
H -2.85 -0.63 0.78 0.075
H -1.18 -1.22 0.68 0.022
H -2.47 -2.13 -0.12 0.088
```

Values from the calculation:
ΔE to the lowest compared entry with this formula, charge and spin: 0.000 eV
Total charge: -2
E_LUMO: 0.142 Eh
Kohn-Sham gap: 5.02 eV
HOMO energy: -1.16 eV

No. 2
Entry from OMol25: 2 unconnected molecules or ions with the total composition C2H2F3I (ωB97M-V with the def2-TZVPD basis set).

```
8
Properties=species:S:1:pos:R:3:lowdin_charge:R:1
C -1.18 0.29 0.46 -0.324
C 1.52 -0.60 -1.34 -0.519
F -0.92 0.56 -0.82 -0.009
F -0.32 0.84 1.32 -0.003
F 1.26 -1.56 -0.53 -0.131
I 2.91 0.61 -0.28 0.695
H -2.26 0.71 0.64 0.156
H -1.01 -0.84 0.56 0.135
```

Values from the calculation:
ΔE to the lowest compared entry with this formula, charge and spin: 3.321 eV
E_LUMO: -0.024 Eh
Kohn-Sham gap: 8.87 eV
HOMO energy: -9.54 eV

No. 3
Entry from OMol25: 2 unconnected molecules or ions with the total composition C6H5NO3S (ωB97M-V with the def2-TZVPD basis set).

```
16
Properties=species:S:1:pos:R:3:lowdin_charge:R:1
C -0.87 0.28 1.17 -0.070
C -0.63 1.03 -0.05 -0.073
C -0.52 -0.98 1.23 -0.124
C 0.11 0.61 -1.05 -0.042
C 0.34 -1.56 0.20 -0.617
C 0.74 -0.68 -0.88 -0.343
N 2.77 0.31 -0.56 -0.233
O 3.45 -0.47 -1.16 0.102
O 2.95 1.37 -0.09 0.137
O 1.22 -1.23 -2.04 0.013
S 0.96 -3.15 0.31 0.732
H -1.65 0.78 1.76 0.118
H -0.94 2.04 -0.04 0.103
H -0.72 -1.58 2.12 0.111
H 0.22 1.05 -2.03 0.137
H 1.85 -1.91 -1.83 0.049
```

Values from the calculation:
ΔE to the lowest compared entry with this formula, charge and spin: 3.924 eV
E_LUMO (spin up / spin down): -0.079 / -0.070 Eh
Kohn-Sham gap (spin up / spin down): 6.97 / 6.76 eV
HOMO energy (spin up / spin down): -9.11 / -8.65 eV

No. 4
Entry from OMol25: a molecular structure, C14H21NO2S (ωB97M-V with the def2-TZVPD basis set).

```
39
Properties=species:S:1:pos:R:3:lowdin_charge:R:1
C 1.47 -0.88 3.18 -0.260
H 2.31 -0.84 2.30 0.162
O 1.41 0.27 3.66 -0.198
C 0.47 0.46 4.75 -0.091
C 0.35 2.05 5.11 -0.101
H -0.33 2.04 6.20 0.200
H 1.00 2.58 5.31 -0.030
C -0.59 2.60 4.22 -0.282
N -0.07 2.58 2.91 0.061
C -0.53 1.67 1.91 -0.284
O -1.54 0.77 2.24 -0.072
C 0.44 1.55 0.85 -0.174
C -0.05 0.72 -0.36 -0.701
H -0.24 -0.50 0.22 0.180
H -1.03 0.85 -0.62 0.051
S 0.85 0.56 -1.63 0.965
C 0.19 -0.57 -2.85 -0.439
C 0.82 -0.87 -3.95 -0.122
C 0.45 -2.01 -4.91 0.105
C -0.88 -2.61 -4.53 -0.277
C -1.31 -2.33 -3.33 -0.151
C -1.07 -1.45 -2.31 0.030
H -1.51 -1.36 -1.49 -0.003
H -2.48 -2.90 -3.05 0.188
C -1.06 -3.75 -5.50 -0.025
H -0.50 -4.29 -5.98 -0.027
H -2.07 -4.02 -5.20 0.066
H -1.68 -3.23 -6.40 0.140
H 0.82 -1.97 -5.73 -0.017
H 1.73 -0.36 -4.23 0.096
H 1.40 1.25 1.06 0.082
H 0.49 2.62 0.27 0.182
H 0.72 2.96 2.73 0.055
H -0.82 3.79 4.46 0.169
H -1.68 2.20 4.15 0.160
H 0.77 -0.32 5.72 0.180
H -0.33 -0.04 4.45 0.044
H 1.63 -1.58 4.01 0.087
H 0.60 -1.27 2.83 0.048
```

Values from the calculation:
ΔE to the lowest compared entry with this formula, charge and spin: 16.214 eV
E_LUMO: 0.007 Eh
Kohn-Sham gap: 7.93 eV
HOMO energy: -7.73 eV

No. 5
Entry from OMol25: a molecular structure, C28H30BrN4O3Sr (ωB97M-V with the def2-TZVPD basis set).

```
67
Properties=species:S:1:pos:R:3:lowdin_charge:R:1
Sr 0.00 0.05 -0.83 1.409
O -1.03 -3.78 6.94 0.130
C -1.16 -2.59 6.32 -0.479
O -1.87 -1.75 6.77 0.144
C -0.37 -2.39 5.06 -0.134
C -0.11 -3.41 4.16 -0.013
C 0.52 -3.15 2.95 -0.030
C 0.89 -1.85 2.63 -0.281
C 0.65 -0.83 3.54 -0.010
C 0.03 -1.09 4.74 0.008
N 1.46 -1.53 1.36 0.084
C 2.45 -2.24 1.01 -0.074
C 3.14 -2.09 -0.30 -0.263
C 4.22 -2.89 -0.60 -0.004
C 4.87 -2.70 -1.81 -0.031
C 4.41 -1.73 -2.67 -0.029
C 3.29 -0.99 -2.30 -0.113
N 2.66 -1.16 -1.14 0.052
H -0.34 -4.31 6.52 0.105
H -0.44 -4.43 4.37 0.125
H 0.67 -3.95 2.24 0.121
H 0.97 0.18 3.29 0.110
H -0.18 -0.30 5.45 0.134
H 2.87 -2.99 1.68 0.138
H 4.56 -3.63 0.11 0.123
H 5.73 -3.31 -2.07 0.121
H 4.89 -1.54 -3.62 0.117
H 2.89 -0.23 -2.96 0.088
C -1.84 -2.49 0.37 -0.070
C -2.33 -1.53 1.43 -0.254
O -1.56 -0.33 1.34 -0.311
C -2.07 0.71 2.19 -0.245
C -1.20 1.93 2.06 -0.052
H -2.40 -3.42 0.41 0.096
H -0.78 -2.74 0.51 0.050
H -2.00 -2.08 -0.63 0.068
H -2.23 -1.95 2.44 0.124
H -3.38 -1.30 1.27 0.128
H -2.11 0.33 3.21 0.121
H -3.09 0.94 1.87 0.123
H -0.15 1.69 2.21 0.061
H -1.47 2.66 2.83 0.095
H -1.34 2.40 1.09 0.058
Br -5.41 4.83 -1.50 0.728
C -4.03 3.54 -1.43 -0.716
C -4.32 2.24 -1.04 -0.145
C -3.29 1.31 -0.99 -0.187
C -1.95 1.59 -1.32 -0.322
C -1.74 2.92 -1.73 -0.186
C -2.74 3.89 -1.78 -0.148
H -5.34 1.98 -0.77 0.097
H -3.57 0.30 -0.67 0.073
H -0.74 3.25 -2.02 0.063
H -2.53 4.91 -2.10 0.095
N 1.70 3.99 -6.04 0.148
C 1.50 3.13 -5.01 -0.303
C 0.69 1.99 -5.15 0.000
C 0.52 1.16 -4.07 -0.155
N 1.08 1.36 -2.86 -0.107
C 1.85 2.46 -2.75 -0.164
C 2.09 3.35 -3.76 -0.006
H 1.22 3.86 -6.92 0.112
H 2.22 4.83 -5.92 0.112
H 0.20 1.77 -6.09 0.120
H -0.12 0.30 -4.18 0.113
H 2.31 2.63 -1.78 0.117
H 2.72 4.22 -3.58 0.119
```

Values from the calculation:
ΔE to the lowest compared entry with this formula, charge and spin: 0.889 eV
Total charge: +1
E_LUMO: -0.129 Eh
Kohn-Sham gap: 6.50 eV
HOMO energy: -10.01 eV

No. 6
Entry from OMol25: a molecular structure, C15H38CrN7O7P (ωB97M-V with the def2-TZVPD basis set).

```
69
Properties=species:S:1:pos:R:3:mulliken_spin:R:1
O -4.20 -2.13 -1.57 0.000
H -4.87 -2.13 -2.27 0.000
Cr 0.05 0.08 0.13 3.164
N 1.59 -1.04 0.59 0.004
N -0.88 -1.50 0.89 -0.205
N 0.90 1.67 -0.62 -0.110
N -1.50 1.14 -0.47 -0.083
O 2.80 -0.65 0.32 0.093
O 2.27 1.79 -0.64 0.008
O -2.77 0.75 -0.13 0.009
O -2.17 -1.61 0.92 -0.140
C -0.07 -2.38 1.54 0.158
C 1.33 -2.11 1.37 -0.034
C 0.13 2.72 -0.94 0.046
C -1.27 2.41 -0.85 0.062
C 2.44 -2.90 1.96 0.011
H 3.08 -2.28 2.61 -0.003
H 3.07 -3.32 1.17 -0.004
H 2.06 -3.72 2.57 0.000
C -0.64 -3.46 2.39 -0.020
H -1.37 -4.05 1.83 0.008
H -1.15 -3.04 3.27 0.012
H 0.14 -4.13 2.74 0.000
C 0.68 4.06 -1.27 0.001
C -2.35 3.40 -1.06 -0.002
H 1.71 3.96 -1.63 0.000
H 0.70 4.73 -0.39 0.003
H 0.07 4.54 -2.04 0.001
H -3.28 3.08 -0.58 0.000
H -2.57 3.55 -2.13 0.004
H -2.08 4.39 -0.66 0.001
H 2.59 0.89 -0.28 0.004
H -2.64 -0.20 0.26 0.010
C -2.92 -2.12 -2.19 0.005
H -2.25 -2.58 -1.47 -0.001
H -2.61 -1.09 -2.39 0.001
H -2.90 -2.69 -3.12 0.001
O 0.51 -0.85 -2.00 -0.016
H 0.75 -0.19 -2.69 0.003
H 1.31 -1.41 -1.90 0.004
C 2.81 3.34 1.94 0.002
N 2.37 2.05 2.48 0.004
C 3.45 1.09 2.75 0.002
P 0.82 1.75 2.95 -0.014
O 0.01 0.85 2.06 0.007
N 0.87 1.00 4.44 0.001
C 0.99 -0.46 4.53 0.005
C 1.28 1.68 5.67 -0.001
N 0.07 3.21 3.04 0.001
C 0.51 4.36 3.83 0.000
C -1.22 3.44 2.38 0.002
H 3.69 3.17 1.30 0.000
H 3.10 4.02 2.76 0.000
H 2.01 3.81 1.34 -0.001
H 3.14 0.05 2.57 -0.002
H 4.28 1.31 2.07 0.002
H 3.81 1.19 3.79 0.000
H 2.04 -0.80 4.45 -0.001
H 0.61 -0.78 5.50 0.000
H 0.41 -0.96 3.74 0.001
H 2.32 2.05 5.62 0.000
H 0.62 2.52 5.90 0.000
H 1.21 0.96 6.49 0.000
H 0.86 5.17 3.18 0.000
H -0.34 4.75 4.41 0.000
H 1.31 4.11 4.53 0.000
H -1.08 3.90 1.39 0.000
H -1.78 2.50 2.25 0.000
H -1.82 4.13 2.99 0.000
```

Values from the calculation:
Total charge: +1
E_LUMO (spin up / spin down): -0.151 / -0.163 Eh
Kohn-Sham gap (spin up / spin down): 5.89 / 5.73 eV
HOMO energy (spin up / spin down): -10.01 / -10.16 eV
Multiplicity: 4

No. 7
Entry from OMol25: C20H19NO4 in the gas phase (ωB97M-V with the def2-TZVPD basis set).

```
44
Properties=species:S:1:pos:R:3:lowdin_charge:R:1
C -0.52 3.82 1.47 0.004
C -0.94 2.80 0.75 -0.174
C -1.88 1.74 1.26 -0.131
C -1.15 0.45 1.53 -0.149
C -0.42 0.30 2.70 -0.030
C 0.21 -0.89 3.01 -0.087
C 0.09 -1.96 2.15 -0.085
C -0.62 -1.84 0.96 -0.026
C -1.22 -0.63 0.63 -0.212
O -1.86 -0.36 -0.54 -0.050
C -2.28 -1.37 -1.43 -0.103
C -1.97 -0.94 -2.89 -0.326
O -2.40 0.36 -3.16 -0.012
C -0.48 -1.15 -3.24 -0.045
N 0.43 -0.79 -2.17 0.057
C 0.62 0.50 -1.70 -0.340
O 0.05 1.48 -2.12 0.121
C 1.63 0.39 -0.63 -0.070
C 2.18 1.35 0.20 0.014
C 3.09 0.93 1.16 -0.052
C 3.45 -0.40 1.27 -0.058
C 2.90 -1.37 0.44 0.003
C 1.99 -0.95 -0.51 -0.086
C 1.21 -1.72 -1.50 -0.368
O 1.21 -2.91 -1.74 0.126
H 0.16 4.56 1.07 0.050
H -0.85 3.98 2.49 0.055
H -0.60 2.66 -0.26 0.082
H -2.34 2.09 2.19 0.120
H -2.65 1.56 0.52 0.119
H -0.36 1.13 3.38 0.118
H 0.78 -0.99 3.92 0.102
H 0.55 -2.91 2.38 0.110
H -0.69 -2.70 0.32 0.106
H -3.37 -1.47 -1.33 0.140
H -1.82 -2.34 -1.24 0.119
H -2.56 -1.59 -3.55 0.152
H -1.82 0.98 -2.69 0.072
H -0.25 -0.55 -4.12 0.144
H -0.29 -2.21 -3.45 0.132
H 1.90 2.39 0.11 0.114
H 3.53 1.66 1.82 0.109
H 4.17 -0.70 2.02 0.108
H 3.17 -2.41 0.52 0.125
```

Values from the calculation:
SMILES string: C=CCc1ccccc1OC[C@@H](O)CN1C(=O)c2ccccc2C1=O
ΔE to the lowest compared entry with this formula, charge and spin: 0.901 eV
E_LUMO: -0.021 Eh
Kohn-Sham gap: 7.92 eV
HOMO energy: -8.49 eV

No. 8
Entry from OMol25: 3 unconnected molecules or ions with the total composition C7H9OPS (ωB97M-V with the def2-TZVPD basis set).

```
19
Properties=species:S:1:pos:R:3:lowdin_charge:R:1
C -1.35 -2.49 1.62 -0.069
C -0.26 -1.90 2.23 -0.092
C -1.62 -2.18 0.24 -0.055
C 0.51 -1.00 1.49 -0.090
C -0.89 -1.17 -0.45 -0.150
C 0.16 -0.60 0.17 -0.401
C -0.15 3.21 -0.86 -0.014
O -0.16 1.98 -1.11 -0.323
P 1.13 0.73 -0.84 0.489
S 2.36 1.78 0.28 0.086
H -1.78 -3.26 2.21 0.086
H -0.15 -1.97 3.28 0.095
H -2.32 -2.71 -0.40 0.094
H 1.43 -0.54 1.79 0.060
H -1.26 -0.88 -1.42 0.094
H 2.21 1.66 -2.93 -0.053
H 0.66 3.73 -0.17 0.089
H -0.90 3.85 -1.36 0.108
H 2.38 1.74 -3.77 0.046
```

Values from the calculation:
ΔE to the lowest compared entry with this formula, charge and spin: 3.072 eV
E_LUMO (spin up / spin down): -0.045 / -0.045 Eh
Kohn-Sham gap (spin up / spin down): 6.48 / 6.48 eV
HOMO energy (spin up / spin down): -7.71 / -7.71 eV

No. 9
Entry from OMol25: a gas-phase ion, C7H14N (charge +2) (ωB97M-V with the def2-TZVPD basis set).

```
22
Properties=species:S:1:pos:R:3:mulliken_spin:R:1
C -1.46 -0.27 -2.79 0.014
C -0.52 0.60 -1.91 0.018
C 0.14 -0.02 -0.73 0.348
C 0.33 0.65 0.46 0.004
C 1.06 0.13 1.55 0.251
C 1.01 0.80 2.77 0.214
C 1.82 0.55 3.95 0.019
N -1.60 -1.72 -2.40 0.002
H -1.18 -0.18 -3.84 -0.003
H -2.47 0.13 -2.79 -0.001
H -1.02 1.53 -1.68 0.003
H 0.32 0.86 -2.56 0.044
H 0.84 -0.83 -0.97 0.004
H -0.21 1.58 0.65 -0.003
H 1.53 -0.84 1.45 0.006
H 0.44 1.71 2.84 0.007
H 2.31 1.48 4.25 0.030
H 2.49 -0.30 3.87 -0.003
H 1.17 0.34 4.81 0.045
H -1.77 -1.79 -1.40 0.001
H -0.80 -2.30 -2.65 0.001
H -2.44 -2.09 -2.87 -0.001
```

Values from the calculation:
ΔE to the lowest compared entry with this formula, charge and spin: 0.000 eV
Total charge: +2
E_LUMO (spin up / spin down): -0.300 / -0.397 Eh
Kohn-Sham gap (spin up / spin down): 9.24 / 8.52 eV
HOMO energy (spin up / spin down): -17.40 / -19.32 eV
Multiplicity: 2

No. 10
Entry from OMol25: 2 unconnected molecules or ions with the total composition C4H11N2 (ωB97M-V with the def2-TZVPD basis set).

```
17
Properties=species:S:1:pos:R:3:lowdin_charge:R:1
C 0.43 0.21 1.63 -0.140
C -0.71 0.85 0.91 -0.146
C 0.78 -0.47 0.28 -0.280
C -1.13 0.22 -1.53 -0.044
N 1.44 -1.66 0.24 0.128
N -0.73 -0.18 -0.19 -0.096
H 1.28 0.85 1.95 0.128
H 0.21 -0.59 2.43 0.154
H -1.76 1.07 1.29 0.166
H -0.24 1.80 0.51 0.125
H 1.70 1.24 -0.57 0.224
H -2.11 0.80 -1.61 0.129
H -0.26 0.82 -2.06 0.119
H -1.08 -0.64 -2.27 0.115
H 1.55 -2.18 1.13 0.133
H 1.56 -2.25 -0.60 0.136
H -1.29 -0.96 -0.04 0.150
```

Values from the calculation:
ΔE to the lowest compared entry with this formula, charge and spin: 6.051 eV
Total charge: +1
E_LUMO (spin up / spin down): -0.169 / -0.163 Eh
Kohn-Sham gap (spin up / spin down): 9.28 / 8.75 eV
HOMO energy (spin up / spin down): -13.87 / -13.18 eV